[1]
This record from OMol25 describes a molecular structure, C43H54BF5Ge2I2NO4Rb. The level of theory is wB97M-V/def2-TZVPD.

The HOMO-LUMO gap comes out at 5.45 eV. The charge is -2. As for the energy above the lowest of the compared OMol25 structures with the same formula, charge and spin: 21.7 kJ/mol. The calculation puts the LUMO energy at 3.56 eV.

Geometry (Å):
Rb: -0.804 -0.260 0.181
I: 0.305 -4.781 1.487
C: 0.515 -4.962 -0.611
I: -0.860 -3.800 -1.723
H: 0.352 -6.002 -0.868
H: 1.521 -4.661 -0.872
C: -3.261 2.591 -2.311
C: -2.500 2.744 -0.996
Ge: -0.553 2.947 -1.218
C: 0.147 3.870 0.357
C: 1.660 4.056 0.329
C: -0.267 4.017 -2.855
C: 0.567 3.324 -3.649
Ge: 1.051 1.696 -2.582
C: 0.518 0.043 -3.466
C: -0.792 0.139 -4.240
C: 2.983 1.727 -2.349
C: 3.704 1.914 -3.682
C: 0.997 3.787 -4.988
C: 1.285 2.869 -5.997
C: 1.668 3.292 -7.261
C: 1.795 4.646 -7.540
C: 1.535 5.573 -6.537
C: 1.143 5.145 -5.278
H: -4.333 2.749 -2.156
H: -3.161 1.590 -2.724
H: -2.925 3.306 -3.064
H: -2.789 1.956 -0.300
H: -2.767 3.687 -0.504
H: -0.154 3.330 1.256
H: -0.374 4.835 0.375
H: 2.165 3.098 0.455
H: 1.998 4.709 1.139
H: 1.989 4.508 -0.612
H: -0.711 4.965 -3.172
H: 0.456 -0.741 -2.705
H: 1.349 -0.255 -4.118
H: -1.624 0.377 -3.579
H: -1.053 -0.805 -4.717
H: -0.758 0.918 -5.006
H: 3.270 0.788 -1.874
H: 3.237 2.524 -1.651
H: 3.466 1.112 -4.386
H: 4.790 1.915 -3.549
H: 3.434 2.853 -4.172
H: 1.203 1.809 -5.785
H: 1.872 2.557 -8.030
H: 2.102 4.977 -8.524
H: 1.646 6.633 -6.733
H: 0.956 5.867 -4.493
C: 0.489 -0.521 5.663
C: 0.722 -1.711 4.731
C: 1.380 -1.246 3.434
C: -0.506 -2.596 4.542
C: -0.460 -3.870 5.103
C: -1.511 -4.764 4.976
C: -2.621 -4.382 4.241
C: -2.711 -3.128 3.644
C: -3.913 -2.878 2.742
C: -4.850 -1.753 3.181
C: -3.498 -2.691 1.282
C: -1.655 -2.198 3.816
N: -1.685 -0.961 3.173
C: -2.236 0.068 3.813
C: -2.820 0.086 5.112
C: -3.369 1.233 5.665
C: -3.384 2.445 4.986
C: -2.818 2.478 3.706
C: -2.281 1.339 3.181
F: -1.734 1.398 1.917
H: 1.450 -0.066 5.920
H: -0.004 -0.826 6.590
H: -0.126 0.245 5.197
H: 1.447 -2.359 5.240
H: 0.721 -0.565 2.899
H: 1.618 -2.082 2.776
H: 2.304 -0.703 3.640
H: 0.431 -4.159 5.652
H: -1.454 -5.751 5.420
H: -3.436 -5.083 4.092
H: -4.498 -3.805 2.796
H: -4.427 -0.769 2.991
H: -5.085 -1.812 4.246
H: -5.784 -1.826 2.616
H: -2.875 -1.801 1.225
H: -4.357 -2.559 0.622
H: -2.917 -3.539 0.918
H: -2.828 -0.841 5.673
H: -3.798 1.171 6.660
H: -3.816 3.335 5.423
H: -2.789 3.382 3.109
F: -2.713 -2.394 -3.177
B: -3.698 -1.492 -2.695
F: -3.106 -0.668 -1.698
F: -4.751 -2.213 -2.134
F: -4.142 -0.689 -3.750
O: 2.907 1.003 1.528
C: 2.577 0.262 0.597
O: 1.545 0.364 -0.133
C: 3.499 -0.913 0.278
C: 4.751 -0.962 0.876
C: 5.641 -2.016 0.646
C: 5.212 -3.001 -0.206
O: 5.869 -4.160 -0.567
C: 5.058 -4.744 -1.583
O: 3.795 -4.095 -1.574
C: 3.972 -2.957 -0.805
C: 3.084 -1.935 -0.589
H: 5.007 -0.155 1.548
H: 6.615 -2.058 1.116
H: 4.918 -5.802 -1.363
H: 5.537 -4.590 -2.557
H: 2.115 -1.894 -1.070

Forces on the atoms, in the same order (eV/Å):
Rb -1.1 -0.9 0.0
I 0.0 0.1 0.2
C 0.1 -0.1 -0.1
I 0.0 0.1 0.0
H 0.0 0.0 0.0
H 0.0 0.0 0.0
C -0.2 0.0 0.0
C -0.1 -0.1 -0.1
Ge 0.2 0.2 -0.3
C 0.0 0.1 0.1
C 0.1 0.0 0.0
C -0.1 0.1 0.0
C 0.0 0.1 -0.2
Ge -0.4 0.2 0.1
C 0.1 -0.3 -0.1
C -0.1 0.0 0.0
C 0.3 0.0 0.1
C 0.1 0.0 0.0
C 0.0 0.0 0.1
C 0.0 0.0 -0.1
C 0.0 0.0 0.0
C 0.0 0.0 0.0
C 0.0 0.0 0.0
C 0.0 0.1 0.0
H 0.0 0.0 0.0
H 0.0 0.0 0.0
H 0.0 0.0 0.0
H 0.1 0.0 0.0
H 0.0 0.0 0.0
H 0.0 0.0 0.0
H 0.0 0.0 0.1
H 0.0 0.0 0.0
H 0.0 0.0 0.0
H 0.0 0.0 0.0
H 0.0 0.0 0.0
H 0.0 0.0 0.0
H 0.0 0.0 0.0
H 0.0 0.0 0.0
H 0.0 0.0 0.0
H 0.0 0.0 0.0
H 0.0 0.0 -0.1
H 0.0 0.0 0.0
H 0.0 0.0 0.0
H 0.0 0.0 0.0
H 0.0 0.0 0.1
H 0.0 0.0 0.0
H 0.0 0.0 0.0
H 0.0 0.0 0.0
H 0.0 0.0 0.0
H 0.0 0.0 0.0
C 0.0 0.0 0.1
C 0.0 -0.1 0.1
C -0.1 0.1 -0.1
C 0.0 0.0 0.0
C 0.0 0.0 0.0
C 0.0 0.0 0.0
C 0.0 0.0 0.0
C 0.0 0.0 0.0
C -0.1 -0.1 0.0
C 0.0 0.0 0.0
C 0.1 0.0 0.1
C 0.1 -0.1 -0.1
N -0.1 0.1 0.0
C 0.0 0.1 -0.1
C 0.0 0.0 0.1
C 0.0 0.0 0.0
C 0.0 0.0 0.0
C 0.0 0.0 0.0
C 0.0 -0.1 0.0
F -0.2 0.5 0.3
H 0.0 0.0 0.0
H 0.0 0.0 0.0
H 0.0 0.0 0.0
H 0.0 0.0 0.0
H 0.0 0.0 0.0
H 0.0 -0.1 0.0
H 0.0 0.0 0.0
H 0.0 0.0 0.0
H 0.0 0.0 0.0
H 0.0 0.0 0.0
H 0.0 0.0 0.0
H 0.0 0.0 0.0
H 0.0 0.0 0.0
H 0.0 0.0 0.0
H -0.1 0.0 -0.1
H 0.0 0.0 0.0
H 0.0 0.0 0.0
H 0.0 0.0 0.0
H 0.0 0.0 0.0
H 0.0 0.0 0.0
H 0.0 0.0 0.0
F 0.0 0.0 -0.1
B -0.1 0.1 0.1
F 0.2 0.0 0.1
F -0.1 0.0 0.0
F 0.0 0.0 0.0
O 0.1 0.1 -0.1
C 0.0 0.1 0.0
O 0.9 0.0 0.0
C 0.0 -0.1 0.0
C 0.0 -0.1 0.0
C -0.1 0.1 0.0
C 0.1 0.0 0.0
O -0.1 -0.1 0.0
C 0.0 0.1 0.1
O 0.0 -0.1 0.0
C 0.0 0.0 0.0
C 0.1 0.1 0.0
H 0.0 0.0 0.0
H 0.0 0.0 0.0
H 0.0 0.0 -0.1
H 0.0 0.0 0.0
H -0.1 0.0 0.0

[2]
This record from OMol25 describes a molecular structure, C43H54Cl2F3N4O2Pd. The level of theory is wB97M-V/def2-TZVPD.

The HOMO-LUMO gap (alpha / beta) comes out at 7.38 / 4.18 eV. Its spin multiplicity is 5. The expectation value of S² is 6.080. The charge is +1. As for the energy above the lowest of the compared OMol25 structures with the same formula, charge and spin: 123.9 kJ/mol. The calculation puts the LUMO energy (alpha / beta) at -3.01 / -6.25 eV.

Geometry (Å):
Pd: -0.075 0.268 -0.431
Cl: -0.347 -0.389 2.367
C: 0.493 -1.939 2.236
Cl: 0.444 -2.475 0.543
H: 0.001 -2.676 2.859
H: 1.526 -1.787 2.523
C: -1.702 1.426 -4.657
N: -1.008 2.270 -3.694
C: -1.879 2.828 -2.674
C: 0.261 1.906 -3.294
N: 0.558 1.863 -2.022
N: 1.158 1.719 -4.298
C: 2.435 1.066 -4.078
C: 1.050 2.426 -5.563
H: -2.078 0.515 -4.177
H: -1.045 1.137 -5.475
H: -2.546 1.976 -5.071
H: -2.723 3.316 -3.162
H: -1.329 3.561 -2.088
H: -2.253 2.059 -1.998
H: 1.555 1.785 -1.863
H: 3.246 1.798 -4.003
H: 2.647 0.418 -4.931
H: 2.412 0.445 -3.186
H: 0.207 3.110 -5.542
H: 0.940 1.735 -6.403
H: 1.962 3.006 -5.728
F: -4.074 -6.616 -5.666
C: -4.517 -5.353 -5.734
F: -4.562 -5.000 -7.023
F: -5.772 -5.337 -5.255
C: -3.640 -4.430 -4.930
C: -2.845 -3.482 -5.568
C: -2.081 -2.621 -4.813
C: -2.105 -2.708 -3.409
C: -2.895 -3.691 -2.778
C: -3.658 -4.545 -3.540
C: -1.388 -1.800 -2.625
C: -0.855 -0.931 -1.911
H: -2.837 -3.419 -6.647
H: -1.462 -1.873 -5.291
H: -2.904 -3.760 -1.699
H: -4.276 -5.298 -3.070
C: 8.384 0.548 0.006
C: 6.888 0.421 -0.079
C: 6.102 1.498 -0.468
C: 4.719 1.399 -0.551
C: 3.898 2.587 -0.980
C: 4.112 0.182 -0.239
C: 4.878 -0.922 0.137
C: 4.232 -2.235 0.485
C: 6.258 -0.782 0.215
C: 2.609 0.087 -0.294
O: 2.023 -0.401 -1.289
O: 1.942 0.590 0.654
H: 8.680 1.570 0.239
H: 8.844 0.284 -0.949
H: 8.792 -0.118 0.765
H: 6.580 2.441 -0.709
H: 4.453 3.513 -0.836
H: 2.973 2.644 -0.405
H: 3.641 2.517 -2.041
H: 3.766 -2.173 1.471
H: 4.972 -3.032 0.523
H: 3.464 -2.502 -0.241
H: 6.856 -1.635 0.517
C: 1.010 4.811 1.527
C: -0.387 4.344 1.230
C: -1.452 5.252 1.219
C: -2.754 4.837 0.938
C: -3.898 5.815 0.935
C: -2.998 3.506 0.662
C: -1.954 2.538 0.651
C: -0.642 3.024 0.951
N: -2.115 1.222 0.390
C: -3.403 0.541 0.431
C: -4.263 0.908 -0.807
C: -5.605 0.178 -0.755
C: -6.342 0.544 0.537
C: -5.514 0.086 1.742
C: -5.286 -1.424 1.668
C: -4.510 -1.740 0.388
C: -5.359 -1.330 -0.817
C: -3.179 -0.982 0.383
C: -4.171 0.819 1.747
H: 1.020 5.557 2.321
H: 1.445 5.270 0.636
H: 1.642 3.976 1.828
H: -1.261 6.295 1.440
H: -3.570 6.815 1.212
H: -4.669 5.499 1.637
H: -4.358 5.870 -0.053
H: -4.009 3.235 0.400
H: 0.173 2.320 1.036
H: -3.711 0.602 -1.701
H: -4.419 1.986 -0.864
H: -6.203 0.487 -1.617
H: -7.328 0.074 0.552
H: -6.492 1.628 0.582
H: -6.048 0.331 2.664
H: -6.248 -1.944 1.648
H: -4.743 -1.772 2.550
H: -4.303 -2.815 0.342
H: -6.309 -1.870 -0.806
H: -4.844 -1.585 -1.750
H: -2.613 -1.231 -0.515
H: -2.587 -1.283 1.248
H: -3.550 0.464 2.576
H: -4.340 1.882 1.901

Forces on the atoms, in the same order (eV/Å):
Pd 0.0 0.3 -1.7
Cl -0.1 -0.1 0.6
C 0.1 0.1 -0.1
Cl 0.0 -0.4 0.3
H -0.1 0.0 0.0
H 0.1 0.0 -0.1
C 0.1 0.0 0.0
N 0.0 -0.2 0.1
C 0.1 0.0 0.0
C 0.0 0.4 0.1
N -0.2 -0.3 0.4
N -0.1 0.0 0.0
C 0.0 -0.1 -0.1
C 0.1 0.1 0.0
H -0.1 0.0 0.0
H 0.0 0.0 0.0
H 0.0 0.0 0.0
H 0.0 0.0 0.0
H 0.0 0.0 0.0
H 0.0 0.0 0.0
H -0.1 0.1 -0.2
H 0.0 0.0 0.0
H 0.0 0.0 0.0
H 0.0 0.0 0.0
H 0.0 0.0 0.0
H 0.0 0.0 0.0
H 0.0 0.0 0.0
F 0.0 0.1 0.0
C -0.2 -0.2 -0.1
F 0.0 0.0 0.1
F 0.1 0.0 -0.1
C 0.1 0.2 0.1
C 0.0 0.0 0.0
C 0.0 0.0 -0.2
C 0.2 0.3 0.3
C -0.2 -0.2 0.0
C 0.0 0.0 0.1
C -0.2 -0.5 -0.7
C 0.0 0.6 0.6
H 0.0 0.0 0.0
H 0.0 0.0 0.0
H 0.0 0.0 0.0
H 0.0 0.0 0.0
C 0.0 0.0 -0.1
C 0.0 0.0 0.0
C 0.0 0.0 0.0
C 0.0 0.0 0.0
C 0.0 -0.1 0.0
C -0.1 -0.2 -0.1
C 0.0 0.0 -0.1
C 0.0 0.1 0.0
C 0.0 0.0 0.0
C 0.3 0.5 0.6
O -0.2 -0.4 -0.1
O 0.0 0.2 0.1
H 0.0 0.0 0.0
H 0.0 0.0 0.0
H 0.0 0.0 0.0
H 0.0 0.0 0.0
H 0.0 0.0 0.0
H 0.0 0.1 0.0
H 0.0 0.1 0.1
H -0.1 0.0 0.0
H 0.0 0.0 0.0
H 0.0 0.0 0.0
H 0.0 0.0 0.0
C 0.0 0.0 0.0
C 0.0 0.1 0.0
C 0.0 -0.1 0.0
C 0.0 0.1 0.0
C 0.0 0.0 0.0
C 0.0 0.0 0.0
C -0.2 0.3 0.3
C -0.2 -0.3 -0.1
N 1.1 0.1 -0.2
C -0.4 -0.1 0.0
C 0.1 -0.1 0.1
C -0.1 0.0 -0.1
C 0.1 0.0 0.0
C -0.1 0.0 0.0
C 0.0 0.0 -0.1
C -0.1 -0.1 0.0
C 0.1 0.0 0.1
C -0.1 0.1 0.0
C 0.1 0.0 0.0
H 0.0 0.0 0.0
H 0.0 0.0 0.0
H 0.0 0.0 0.0
H 0.0 0.0 0.0
H 0.0 0.0 0.0
H 0.0 0.0 0.0
H 0.0 0.0 0.0
H 0.1 0.0 0.1
H 0.1 -0.2 -0.1
H 0.0 0.0 0.0
H 0.0 -0.1 -0.1
H 0.0 0.0 0.0
H 0.0 0.0 0.0
H -0.1 0.0 0.0
H 0.0 0.0 0.0
H 0.0 0.0 0.1
H 0.0 0.0 0.0
H 0.0 0.0 0.0
H 0.0 0.0 0.0
H 0.0 0.0 0.0
H -0.1 0.0 0.1
H 0.0 0.0 0.0
H 0.0 0.0 0.0
H 0.0 0.0 0.0